# 1
Below is a 7-piece molecular cluster, C25H70N8O7 overall in a non-equilibrium geometry, with properties calculated with ωB97M-V with the def2-TZVPD basis set.

```
110
Properties=species:S:1:pos:R:3:forces:R:3:mulliken_spin:R:1
C 7.5936 -6.0286 -13.4329 1.229 -2.019 -1.194 0.000
O 8.1645 -7.1011 -13.4922 0.314 -0.349 0.428 0.000
N 6.6008 -5.6897 -12.6682 -3.506 -0.283 3.913 0.000
N 7.7620 -5.0112 -14.2262 2.383 2.706 -3.698 0.000
H 6.0282 -4.9582 -13.0645 -0.319 -0.448 0.679 0.000
H 6.1908 -6.4251 -12.1103 -0.370 0.245 0.056 0.000
H 7.3567 -4.1123 -14.0076 0.483 -0.103 -0.491 0.000
H 8.4569 -5.0828 -14.9556 -0.110 0.268 0.181 0.000
C 3.5608 -7.1940 -13.5445 0.674 -0.513 1.133 0.003
C 2.8927 -7.0356 -12.1710 0.296 0.305 0.103 -0.001
C 3.4889 -7.9611 -11.0458 0.568 0.908 -0.606 0.000
O 4.8295 -7.4816 -10.8285 1.595 -0.158 0.381 -0.001
C 5.8562 -8.4555 -10.3127 -2.571 -1.055 -0.773 0.000
N 2.9919 -5.6286 -11.6879 -0.383 0.661 -0.008 0.017
H 4.4503 -6.5640 -13.5502 -0.090 0.000 -0.425 0.000
H 2.8926 -6.9920 -14.3816 0.141 -0.014 0.109 0.000
H 3.9397 -8.2160 -13.5482 -0.089 -0.092 -0.684 0.000
H 1.8259 -7.1561 -12.3592 -0.095 -0.677 0.628 0.001
H 3.5216 -9.0215 -11.2959 -0.252 0.011 -0.278 0.000
H 2.8967 -7.8181 -10.1420 -0.032 -0.117 0.238 0.000
H 5.4368 -8.9120 -9.4162 0.207 0.207 0.295 0.000
H 6.8905 -8.1540 -10.1468 -0.480 1.083 -0.258 0.000
H 5.8657 -9.2581 -11.0502 0.296 -0.060 -0.104 0.000
H 3.9237 -5.3931 -11.3775 0.425 -0.709 0.549 -0.002
H 2.9954 -5.0347 -12.5048 -0.716 0.147 -0.535 0.001
C -1.0309 -2.4731 -9.8400 -0.139 0.327 0.254 0.031
C 0.0988 -3.1358 -10.6312 0.535 0.796 1.650 0.024
C 1.0361 -2.1992 -11.4506 -0.911 0.411 -0.051 0.026
O 0.2807 -1.4968 -12.4569 0.492 -0.343 1.259 -0.001
C 0.9938 -0.3661 -12.9161 1.171 0.953 -1.221 0.000
N 0.8803 -4.0361 -9.7480 -1.527 0.455 -2.278 0.796
H -1.6998 -3.2458 -9.4611 -0.333 0.050 -0.365 0.000
H -1.5482 -1.7309 -10.4480 -0.163 -0.431 -0.231 -0.003
H -0.7636 -1.9194 -8.9399 0.789 -0.020 -0.092 0.000
H -0.4111 -3.8611 -11.2652 0.007 -0.481 -0.706 0.072
H 1.8818 -2.7359 -11.8804 -0.035 -0.243 -0.195 0.003
H 1.4417 -1.5003 -10.7191 0.110 0.270 0.032 0.000
H 1.8867 -0.6203 -13.4873 0.208 -0.690 -0.011 0.000
H 1.3850 0.3631 -12.2066 -0.434 -0.381 0.985 0.000
H 0.4722 0.2646 -13.6359 -0.929 -0.585 0.191 0.000
H 1.5456 -4.5613 -10.2973 1.709 -0.531 -0.293 -0.008
H 0.3509 -4.6517 -9.1474 -0.211 0.208 0.819 -0.021
C 8.5024 -1.1554 -5.6016 1.090 2.191 0.272 0.000
C 9.4793 -2.0888 -4.8715 -2.607 -0.072 0.045 0.000
C 10.2468 -1.4934 -3.6802 -1.584 0.264 -0.141 0.000
O 10.8274 -0.2415 -3.9716 0.708 0.125 1.040 0.000
C 11.4473 0.2943 -2.7639 0.617 -0.263 -1.562 0.000
N 8.5494 -3.1608 -4.2964 1.910 -0.179 -0.397 0.000
H 7.7413 -0.6518 -5.0057 -0.164 -0.512 0.518 0.000
H 8.0108 -1.5591 -6.4867 0.222 -0.435 0.089 0.000
H 9.1040 -0.2989 -5.9059 0.031 0.224 -0.602 0.000
H 10.1313 -2.3385 -5.7086 0.342 -1.168 0.500 0.000
H 10.8874 -2.2338 -3.2011 0.618 -0.036 -0.432 0.000
H 9.4799 -1.3258 -2.9240 -0.354 0.078 0.334 0.000
H 12.2881 -0.3472 -2.5002 -0.262 -0.441 0.486 0.000
H 10.7440 0.4508 -1.9459 -0.067 -0.131 -0.070 0.000
H 11.9697 1.2131 -3.0305 -0.578 0.265 -0.132 0.000
H 8.1078 -3.6598 -5.0554 0.346 -0.262 -0.236 0.000
H 7.7624 -2.6801 -3.8847 -0.030 0.294 0.306 0.000
C 4.4659 -2.8270 -9.8402 0.636 0.102 0.829 0.005
C 5.3793 -4.0789 -9.8211 -1.618 -0.044 -0.210 -0.001
C 6.7572 -3.8808 -9.1505 -0.192 1.655 -1.347 0.001
O 7.4363 -3.0437 -10.0809 -0.121 -0.219 -0.867 0.001
C 8.7016 -2.5447 -9.6545 -1.225 -0.867 0.236 0.000
N 4.5744 -5.0930 -9.1026 1.520 0.242 0.992 0.007
H 4.7537 -1.8857 -10.3083 0.632 -0.365 -0.304 0.000
H 4.3756 -2.6012 -8.7777 -0.485 0.235 0.060 -0.009
H 3.4772 -3.0637 -10.2333 -0.073 -0.282 0.004 0.014
H 5.5318 -4.4613 -10.8304 0.620 0.386 -0.208 0.002
H 7.3221 -4.8000 -8.9952 -0.165 -0.263 0.162 0.000
H 6.7193 -3.2524 -8.2608 -0.485 -0.549 0.748 0.000
H 9.1595 -2.1436 -10.5587 0.271 0.094 0.441 0.000
H 9.2311 -3.3919 -9.2185 0.662 0.147 -0.132 0.000
H 8.5099 -1.8189 -8.8642 0.431 0.409 -0.059 0.000
H 5.1369 -5.9296 -9.1630 -0.559 -0.498 0.185 -0.001
H 3.6373 -5.2844 -9.4270 0.339 0.184 -0.397 -0.005
C 4.8375 -1.7787 -5.9364 1.799 0.455 -0.012 0.003
C 5.2651 -3.2111 -5.5370 -1.671 1.685 0.823 0.005
C 4.9538 -3.3944 -4.0239 0.837 -1.779 0.868 0.002
O 5.7910 -2.6881 -3.1731 1.418 2.506 0.315 0.000
C 5.8824 -3.0484 -1.7958 -0.007 -1.387 -0.923 0.000
N 4.4233 -4.1184 -6.2596 -0.313 -0.786 0.465 0.050
H 3.7728 -1.5707 -5.8302 -0.005 -0.288 0.021 0.000
H 5.1821 -1.5875 -6.9527 -0.400 -0.051 -0.341 0.000
H 5.4016 -1.0324 -5.3770 -0.178 0.071 0.403 0.002
H 6.3047 -3.4011 -5.8041 -0.047 0.085 0.404 -0.002
H 5.1331 -4.4419 -3.7814 -0.234 -0.574 -0.319 0.001
H 3.9418 -3.1901 -3.6744 -0.641 0.147 -0.881 0.000
H 4.8968 -3.2354 -1.3696 -0.098 0.263 0.169 0.000
H 6.4823 -2.3666 -1.1931 -0.367 0.518 -0.504 0.000
H 6.4409 -3.9842 -1.7732 -0.050 -0.377 0.252 0.000
H 3.4844 -3.7553 -6.1779 -0.298 -0.295 -0.284 -0.006
H 4.6645 -4.2472 -7.2319 -0.081 -0.163 -0.154 -0.003
C 8.6899 -2.6184 -17.2487 -1.185 -1.747 1.288 0.000
C 8.3496 -1.2001 -16.8196 -1.329 -0.872 0.971 0.000
C 8.2915 -0.9705 -15.2441 0.300 -0.421 -0.286 0.000
O 7.2852 -1.7654 -14.5735 0.777 0.353 0.654 0.000
C 7.4136 -1.7906 -13.1193 -1.226 -1.024 -0.935 0.000
N 9.3603 -0.4107 -17.3834 1.719 2.407 0.044 0.000
H 9.7437 -2.8811 -17.3418 0.036 0.733 -0.510 0.000
H 8.0619 -2.9763 -18.0645 0.481 0.355 -0.543 0.000
H 8.3832 -3.3389 -16.4904 -0.298 0.044 0.485 0.000
H 7.4117 -0.8904 -17.2806 -0.691 -0.407 0.433 0.000
H 8.1504 0.0394 -14.8591 -0.356 0.597 -0.906 0.000
H 9.3149 -1.1485 -14.9139 0.175 -0.838 0.329 0.000
H 6.4926 -2.2466 -12.7562 -0.229 -0.495 -0.269 0.000
H 7.3273 -0.8703 -12.5416 0.973 0.618 -0.608 0.000
H 8.1943 -2.4915 -12.8237 0.448 0.550 0.174 0.000
H 9.2702 -0.3442 -18.3871 0.059 -0.377 -0.196 0.000
H 9.2012 0.5387 -17.0778 0.314 0.483 0.036 0.000
```
Positions in Å, forces in eV/Å.

Properties
Calculated total energy ... -53299.066 eV
ΔE to the lowest compared entry with this formula, charge and spin ... 36.4 kJ/mol
2S+1 ... 2
Orbital gap (spin up / spin down) ... 7.645 / 2.358 eV
HOMO energy (spin up / spin down) ... -10.4 / -10.4 eV
Charge ... +1



# 2
Below is a 10-piece molecular cluster, C25H70O15 overall in a non-equilibrium geometry, with properties calculated with ωB97M-V with the def2-TZVPD basis set.

```
110
Properties=species:S:1:pos:R:3:forces:R:3:lowdin_charge:R:1
C 22.4130 12.8060 11.6640 2.224 -0.875 -4.740 0.001
C 22.2960 13.5260 10.3160 2.590 -0.535 -0.406 -0.445
C 22.2610 15.0130 10.4280 -4.130 2.908 -2.397 -0.064
O 23.5100 13.1990 9.5950 0.828 -0.029 -3.544 -0.127
H 21.6790 13.1810 12.1250 -6.607 2.142 3.880 0.011
H 23.1170 13.2480 12.2550 3.050 0.876 1.122 0.049
H 22.3990 11.7560 11.7240 0.161 -1.249 -0.402 0.089
H 21.6210 13.1700 9.6150 -2.505 -0.815 -0.306 0.112
H 22.5120 15.5700 9.4170 -0.750 -1.470 1.640 0.115
H 23.0300 15.3290 11.0180 1.939 0.948 2.112 0.012
H 21.1840 15.5600 10.7910 2.961 -1.843 -0.770 0.153
H 23.3730 13.2670 8.5370 0.370 -0.092 3.882 0.172
C 26.5530 16.1510 10.8210 0.565 -1.955 -1.462 -0.055
C 27.7340 17.2360 11.0560 -5.324 -0.718 0.961 -0.378
C 27.0850 18.6710 10.8630 1.774 0.331 0.410 -0.059
O 27.9990 17.1750 12.4300 1.326 9.560 -3.280 -0.006
H 26.2280 16.1370 9.7570 0.182 0.327 0.412 0.065
H 25.6050 16.1200 11.3990 0.772 1.321 0.042 0.058
H 26.8290 15.0410 10.9650 0.510 1.577 -0.066 0.070
H 28.5620 17.0520 10.3750 0.201 0.002 0.148 0.125
H 26.5430 18.9150 9.9450 0.769 -0.420 -0.404 0.067
H 27.9720 19.3310 11.0520 -0.874 0.002 -0.639 0.082
H 26.3640 19.0030 11.6160 0.181 -0.927 0.442 0.071
H 27.9810 16.4080 12.7790 -0.056 -9.029 3.152 -0.080
C 25.8750 13.4410 15.8250 -2.762 -0.910 3.692 -0.051
C 25.4000 13.4390 14.4520 2.158 1.762 1.280 -0.530
C 25.3770 14.7980 13.9570 0.867 3.597 0.143 -0.056
O 26.4680 12.8870 13.7930 1.742 -2.316 -1.158 -0.051
H 25.2450 14.0400 16.5250 -0.315 -0.516 -0.546 0.106
H 26.7170 14.0330 15.8700 2.662 0.356 0.136 0.051
H 25.8710 12.4050 16.2510 0.759 0.944 -0.298 0.113
H 24.5290 12.8950 14.4060 -2.259 -1.247 -0.766 0.124
H 24.6610 15.4670 14.2910 -2.519 0.738 0.795 0.070
H 25.3690 14.8510 12.9260 -0.374 -0.230 -2.348 0.028
H 26.2180 15.5440 14.1670 0.030 -1.908 0.255 0.128
H 26.1690 12.5670 12.9470 -0.066 -0.599 -1.205 0.049
C 25.4930 8.3030 11.1720 -1.436 -1.459 -1.259 -0.034
C 24.4310 8.0140 12.2330 4.628 1.133 2.111 -0.622
C 24.6080 9.0650 13.3240 5.082 3.340 -2.425 -0.061
O 23.2180 8.0810 11.7970 -6.787 -0.177 -1.202 -0.019
H 25.2830 7.7150 10.2090 1.034 0.229 1.594 0.111
H 26.4070 8.2410 11.7110 1.303 -1.117 -0.332 0.066
H 25.5520 9.3170 10.8290 -0.905 0.965 0.129 0.048
H 24.4390 7.0360 12.7840 1.675 0.189 -0.580 0.152
H 25.7770 9.0530 13.5490 -2.651 -0.285 0.960 0.125
H 23.8520 8.9660 13.9970 -1.384 -0.537 2.939 0.025
H 24.5530 10.2350 13.0190 -0.253 -2.729 -0.193 0.112
H 22.7230 7.8380 12.6250 -0.347 0.494 -1.768 0.133
C 29.6020 14.6510 6.5280 -0.102 2.074 -4.873 -0.035
C 28.2490 14.4250 7.1190 -0.884 -0.324 -4.309 -0.475
C 27.1180 14.9970 6.2410 -0.633 1.891 2.619 -0.034
O 27.9470 13.0860 7.2450 -2.117 -0.720 -7.070 -0.002
H 29.6850 14.0630 5.5140 -0.039 0.570 2.196 0.133
H 30.3820 14.4880 7.1640 2.132 -1.190 1.697 0.001
H 29.9040 15.7250 6.1090 -1.411 -1.710 1.135 0.124
H 28.1230 14.6180 8.0890 -0.077 3.136 3.772 0.094
H 26.8490 14.7080 5.2690 1.130 -0.874 -1.776 0.064
H 27.2030 16.1000 6.2660 -0.203 -0.404 -0.182 0.090
H 26.1610 14.7350 6.7070 0.067 0.341 0.629 0.072
H 28.1640 12.7540 8.0160 2.105 -2.802 6.061 -0.032
O 28.8550 11.4600 9.5140 -7.032 0.466 -3.044 0.008
C 27.9600 11.2890 10.5750 -1.021 5.923 -1.688 -0.143
C 26.6750 12.0510 10.0840 -2.370 -4.590 1.644 -0.096
O 25.7260 11.9750 11.2260 8.777 -3.185 1.211 -0.048
H 29.6670 11.4550 9.7800 7.880 -0.440 2.420 -0.051
H 27.7260 10.3340 10.6520 -0.928 -4.453 1.155 0.064
H 28.2530 11.8440 11.4570 0.417 -0.458 0.566 0.128
H 26.1440 11.4090 9.3260 0.949 0.868 0.211 0.118
H 26.8370 13.0000 9.7200 0.420 2.264 -0.464 0.074
H 24.9600 12.3400 11.1340 -7.309 3.690 -2.003 -0.060
O 27.4810 8.2030 6.8270 9.344 -1.003 0.818 0.054
C 27.5390 7.4870 7.9880 3.311 0.473 -1.244 -0.224
C 28.8320 6.7360 8.1170 0.430 4.116 5.668 -0.164
O 28.8450 6.1630 9.4340 -3.163 0.042 0.523 -0.052
H 26.6910 8.3720 6.5980 -9.162 1.749 -2.411 -0.072
H 27.4070 8.0550 8.8120 0.099 2.518 2.893 0.078
H 26.7850 6.8510 8.0910 -3.291 -3.404 -0.092 0.091
H 29.8080 7.1830 8.1640 0.045 1.867 -1.105 0.127
H 28.9480 6.0010 7.5440 0.257 -5.874 -5.544 0.046
H 29.7090 5.9480 9.6630 2.166 -0.559 0.571 0.041
O 28.5940 14.5020 13.0600 -2.300 -0.172 -0.956 -0.115
C 29.4210 14.6570 14.1590 6.023 -2.208 -9.246 -0.183
C 30.3600 13.2970 14.1370 0.369 5.409 -1.033 -0.210
O 31.4980 13.5670 14.8660 0.672 0.091 3.703 -0.090
H 27.8710 13.8240 13.1580 0.752 0.775 0.645 0.074
H 29.9500 15.6750 13.9350 0.129 -2.131 0.175 0.163
H 29.0960 14.8370 14.9990 -4.536 1.142 8.772 0.009
H 30.7350 13.2420 13.1280 -0.568 -0.652 -0.555 0.105
H 29.9170 12.4780 14.5610 -1.879 -2.241 0.299 0.088
H 31.1370 13.5980 15.8100 1.440 0.066 -1.658 0.127
O 24.5220 8.5230 6.8290 -3.555 0.650 3.953 -0.115
C 24.6030 9.6430 6.0040 5.970 0.996 0.986 -0.241
C 25.2270 10.8990 6.7570 1.403 -1.970 -2.298 -0.247
O 25.4350 12.0040 5.8940 0.424 1.005 1.135 -0.069
H 23.7330 8.7730 7.5930 3.457 -1.274 -3.149 0.217
H 25.4100 9.4020 5.2210 -1.639 0.304 0.667 0.158
H 23.7290 9.9170 5.6480 -4.270 0.991 -2.358 0.059
H 26.1510 10.4970 7.0790 1.867 -0.424 -0.181 0.084
H 24.8900 11.0120 7.7280 -2.400 1.258 1.840 0.065
H 26.1610 12.6000 6.2800 -1.188 -1.515 -0.575 0.079
O 31.6390 10.7150 9.7970 1.865 -3.702 -3.230 -0.167
C 32.4900 11.8510 9.9470 -1.940 -1.177 2.706 -0.231
C 31.8560 12.9420 9.1290 0.052 0.831 -0.986 -0.301
O 32.7600 13.9950 9.0650 1.359 1.656 -0.281 -0.065
H 32.1710 10.0740 9.0910 -2.662 2.318 2.785 0.186
H 32.3940 11.9190 11.1860 1.224 0.839 -3.327 0.185
H 33.4290 11.5460 9.4800 0.490 0.903 0.862 0.121
H 30.9770 13.4640 9.4650 -1.123 -1.102 0.825 0.111
H 31.6170 12.6030 8.0840 0.283 -0.278 0.871 0.138
H 32.2880 14.8050 9.2920 0.459 -0.139 -0.119 0.091
```
Positions in Å, forces in eV/Å.

Properties
Calculated total energy ... -57754.762 eV
ΔE to the lowest compared entry with this formula, charge and spin ... 1412.2 kJ/mol
Orbital gap ... 9.621 eV
SMILES ... CC(C)O.CC(C)O.CC(C)O.CC(C)O.CC(C)O.OCCO.OCCO.OCCO.OCCO.OCCO
HOMO energy ... -9.3 eV



Q: Which of these has the highest calculated total energy?
A: C25H70N8O7